1.
# C29H33AsF6KN10

C29H33AsF6KN10 as an isolated structure (ωB97M-V/def2-TZVPD, the OMol25 dataset).

The geometry in XYZ format:
```
80
Properties=species:S:1:pos:R:3:forces:R:3:mulliken_spin:R:1
As 3.07172 -2.46553 1.44504 0.2 -0.1 0.2 0.000
K 0.50345 -1.17060 -0.18132 -0.3 -0.1 -0.4 -0.001
F 2.99848 -2.15214 -0.25709 -0.1 0.2 0.1 0.000
F 2.43597 -0.79276 1.71317 -0.2 -0.1 -0.1 0.000
F 4.64231 -1.81324 1.55175 0.1 0.0 0.0 0.000
F 3.60462 -4.05914 1.20443 0.1 -0.1 0.0 0.000
F 1.39476 -2.99894 1.41601 0.1 0.2 -0.1 0.000
F 3.01810 -2.67357 3.17715 0.1 -0.1 0.0 0.010
N -0.07730 -1.04228 -2.89674 0.0 0.0 0.2 0.000
N -2.65151 2.80253 -1.86500 0.0 0.0 0.0 0.000
N 0.51377 -1.00648 4.24934 -0.2 0.1 -0.2 0.447
N -1.49046 -0.86558 -9.81366 0.0 0.0 0.0 0.000
N 3.34960 -4.27463 -3.17492 0.0 0.0 0.0 0.000
N 0.93362 -3.54315 -1.98628 0.0 0.2 -0.1 0.000
N -1.94429 0.18162 -1.24184 0.1 0.1 0.0 0.000
N -0.35369 2.88375 3.03713 -0.1 0.0 0.0 0.000
N 1.75542 -0.71604 4.36376 0.2 -0.1 0.2 0.083
N -1.93964 4.82482 3.18030 0.0 0.0 0.0 0.000
C -0.59484 -0.96033 -5.63414 0.0 0.0 -0.1 0.000
C 1.68607 -4.51883 -1.49938 0.0 0.0 0.0 0.000
C -3.03603 2.22635 -0.72996 0.0 0.0 0.0 0.000
C 2.88682 -4.89215 -2.09937 0.0 0.0 0.0 0.000
C -2.66633 0.93127 -0.41348 0.0 0.0 0.0 0.000
C 0.27165 -1.90197 -5.09280 0.1 0.1 0.0 0.000
C 1.35732 -2.12831 6.03596 0.1 0.1 -0.1 0.014
C -1.20156 4.89762 1.87193 0.0 0.0 0.0 0.000
C 1.38141 -2.94694 -3.09823 -0.1 0.0 -0.1 0.000
C -0.89783 -0.92992 -7.08668 0.0 0.0 0.1 0.000
C -0.92357 -0.14928 -3.40707 0.0 0.0 0.0 0.000
C -1.62569 0.72077 -2.42050 0.0 -0.1 0.0 0.000
C -0.97011 4.90669 4.32641 0.0 0.0 0.0 0.000
C 2.59222 -3.30215 -3.67404 0.0 -0.1 0.0 0.000
C -1.34207 -2.01797 -9.16624 0.0 0.1 0.0 0.000
C 3.81754 -1.28484 5.66000 0.0 0.0 0.1 0.027
C -1.34343 0.25526 -9.11353 0.0 0.0 0.0 0.000
C -1.20582 -0.06418 -4.75940 0.0 0.0 0.0 0.000
C 0.22249 -1.89008 5.30224 0.1 -0.2 0.3 0.107
C -1.14561 -2.42294 5.46182 0.0 0.1 0.0 0.018
C 2.37725 -1.38970 5.42371 -0.2 0.0 -0.1 0.227
C 0.50781 -1.90897 -3.72149 -0.1 -0.1 0.1 0.000
C -1.96294 2.04736 -2.70898 0.0 0.0 0.0 0.000
C -1.70995 2.38253 3.23605 0.0 0.0 0.0 0.001
C -1.04318 -2.10372 -7.81393 0.0 0.0 0.0 0.000
C 0.02667 3.73185 4.16324 0.0 0.0 0.0 0.000
C -1.05389 0.27647 -7.75720 0.0 0.0 0.0 0.000
C -2.72857 3.54977 3.25965 0.0 0.0 0.0 0.000
C -0.29227 3.64705 1.79089 0.0 0.0 0.1 0.000
H 4.19572 -0.29727 5.39470 0.0 0.0 0.0 0.009
H -0.95615 -3.07283 -7.33989 0.0 0.0 0.0 0.000
H -3.40511 3.53852 2.40708 0.0 0.0 0.0 0.000
H -1.68881 -1.83953 6.21081 0.0 0.0 0.0 0.020
H -1.65163 2.50824 -3.63873 0.0 0.0 0.0 0.000
H -1.46002 1.18230 -9.66262 0.0 0.0 0.0 0.000
H 1.45943 -2.76961 6.89466 0.0 0.0 0.0 0.002
H -1.47205 -2.91824 -9.75502 0.0 0.0 0.0 0.000
H -1.94329 4.93589 1.07574 0.0 0.0 0.0 0.000
H 0.73826 3.94295 1.60316 0.0 0.0 0.0 0.000
H 2.23203 -0.27443 3.57724 0.0 0.0 0.0 -0.013
H -3.31773 3.58363 4.17382 0.0 0.0 0.0 0.000
H 1.03328 4.10983 3.99181 0.0 0.0 0.0 0.000
H -1.93587 0.64260 -5.13180 0.0 0.0 0.0 0.000
H 2.96726 -2.78327 -4.54925 0.0 0.0 0.0 0.000
H 0.04723 3.12988 5.07025 0.0 0.0 0.0 0.000
H -2.97933 0.46896 0.51752 0.0 0.0 0.0 0.000
H -1.69010 -2.36893 4.52173 0.0 0.0 0.0 0.002
H 4.06558 -1.52216 6.69149 0.0 0.0 0.0 0.006
H 4.31342 -2.01100 5.00422 0.0 0.0 0.0 0.035
H -1.55155 4.84847 5.24448 0.0 0.0 0.0 0.000
H -0.48860 5.88106 4.27753 0.0 0.0 0.0 0.000
H -1.95269 1.69254 2.42951 0.0 0.0 0.0 -0.002
H 3.48441 -5.69593 -1.68808 0.0 0.0 0.0 0.000
H -1.11609 -3.45202 5.81460 0.0 0.0 0.0 0.005
H -2.58159 5.61388 3.23755 0.0 0.0 0.0 0.000
H -0.61064 3.00320 0.97148 0.0 0.0 0.0 0.000
H -0.64113 5.83042 1.87366 0.0 0.0 0.0 0.000
H 0.75349 -2.63101 -5.73066 0.0 0.0 0.0 0.000
H 1.33871 -5.01675 -0.60277 0.0 0.0 0.0 0.000
H -1.74419 1.82649 4.17195 0.0 0.0 0.0 0.002
H -3.66403 2.81236 -0.06657 0.0 0.0 0.0 0.000
H -0.92670 1.22243 -7.24625 0.0 0.0 0.0 0.000
```
Forces are in eV/Å.

The max |F| comes out at 0.5 eV/A. As for the net charge: +2. As for the expectation value of S²: 0.76. For the HOMO energy (spin up / spin down), the calculation gives -12.97 / -12.97 eV. The spin multiplicity is 2.

---

2.
# C29H33AuBrFN3O2SSi

C29H33AuBrFN3O2SSi as an isolated structure (ωB97M-V/def2-TZVPD, the OMol25 dataset).

The geometry in XYZ format:
```
72
Properties=species:S:1:pos:R:3:forces:R:3:lowdin_charge:R:1
Au -1.03180 0.50385 -0.57994 0.1 -0.1 0.1 1.305
Br 0.45315 5.93598 -4.22119 0.0 0.0 0.0 0.816
S 1.78663 -0.54575 0.42980 -0.2 0.0 0.0 1.101
Si -3.31995 -1.64831 0.11226 0.0 0.0 0.0 0.396
F -0.41349 1.09223 2.05362 0.0 0.0 0.0 -0.016
O -2.66282 1.61530 -0.48535 0.0 0.1 0.0 -0.247
O -3.68447 3.45600 -1.28471 0.0 0.0 0.1 0.064
N 0.60973 -0.69241 -0.66062 0.2 0.3 -0.2 -0.403
N -1.84167 -0.88160 0.66942 -0.1 -0.1 0.0 -0.211
N -2.08038 5.18002 0.02881 0.0 0.0 -0.1 0.035
C 0.02756 4.34635 -3.30926 0.0 -0.1 0.1 -0.669
C 3.90262 -0.70736 -1.36257 0.0 0.0 0.0 -0.064
C 0.33618 -1.70550 4.21414 0.0 0.0 0.0 -0.088
C 1.04345 3.38106 -3.10303 0.0 0.0 0.0 -0.028
C 3.59586 1.36701 -0.14279 0.0 0.0 0.0 -0.092
C -1.14990 -1.16554 1.83361 0.0 0.1 0.1 -0.331
C 3.38255 -2.39161 1.63040 0.0 0.0 0.0 -0.073
C 1.80674 -4.55200 0.85667 0.0 0.0 0.0 -0.052
C 4.64682 1.93396 -0.85115 0.0 0.0 0.0 -0.062
C -1.86696 3.76011 0.25734 0.0 0.0 0.0 -0.165
C -0.40782 1.95199 -1.83929 0.0 -0.1 -0.3 -0.151
C -0.42038 -0.19035 2.53288 0.0 0.0 0.0 -0.285
C 1.44633 -3.26988 0.45999 0.0 0.0 0.0 -0.077
C -1.50519 2.85161 -2.15279 0.2 0.1 -0.2 -0.230
C 0.31738 -0.42911 3.67125 0.0 -0.1 0.0 -0.032
C -3.58733 -1.11072 -1.66347 0.0 0.0 0.0 -0.191
C -4.73223 -1.08833 1.18882 0.0 0.0 0.0 -0.160
C -0.40232 -2.70010 3.58908 0.0 0.0 0.0 -0.084
C 2.25252 -2.21352 0.84047 0.1 0.0 0.0 -0.394
C 4.94388 -0.12891 -2.06863 0.0 0.0 0.0 -0.051
C -1.11721 -2.43887 2.43280 0.0 0.0 0.0 -0.039
C 3.23232 0.05499 -0.41265 0.0 0.0 0.0 -0.415
C 0.83876 2.21182 -2.38894 0.0 0.1 0.2 -0.054
C -3.25254 -3.52739 0.08155 0.0 0.0 0.0 -0.182
C 2.93923 -4.75255 1.62806 0.0 0.0 0.0 -0.055
C 3.72532 -3.67381 2.01954 0.0 0.0 0.0 -0.055
C -2.48279 2.91926 -0.87667 -0.1 -0.1 0.1 -0.630
C 5.31127 1.18879 -1.81452 0.0 0.0 0.0 -0.054
C -1.22623 4.09493 -2.85960 0.0 0.0 0.0 -0.025
H -1.65926 -3.24396 1.96332 0.0 0.0 -0.1 0.081
H -2.08161 5.70846 0.89004 -0.1 0.0 0.0 0.091
H -5.66564 -1.60078 0.94750 0.0 0.0 0.0 0.035
H -1.38377 5.59036 -0.58016 0.0 0.0 0.1 0.076
H 2.02555 3.58388 -3.51531 0.0 0.0 0.0 0.117
H 1.67262 1.54140 -2.23215 0.0 0.0 0.0 0.087
H 3.21096 -5.75336 1.93533 0.0 0.0 0.0 0.113
H 0.84970 0.39493 4.12838 0.0 0.0 0.0 0.121
H 0.54126 -3.09214 -0.10471 0.0 0.0 0.0 0.101
H 0.90835 -1.07351 -1.55083 0.0 0.0 0.0 0.052
H 5.47852 -0.70782 -2.80934 0.0 0.0 0.0 0.116
H -2.18794 2.28214 -2.81432 -0.1 0.0 0.1 0.212
H -0.81925 3.46705 0.40219 0.0 0.0 0.0 0.119
H -4.50817 -1.27746 2.24134 0.0 0.0 0.0 0.033
H -3.46081 -3.97999 1.05199 0.0 0.0 0.0 0.028
H -3.73465 4.34924 -0.89948 0.0 0.0 0.0 0.102
H -2.04852 4.77441 -3.04978 0.0 0.0 0.0 0.136
H 4.60106 -3.83240 2.63366 0.0 0.0 0.0 0.114
H -4.88538 -0.01502 1.06254 0.0 0.0 0.0 0.031
H -2.41896 3.45887 1.14787 0.0 0.0 0.0 0.140
H -0.41835 -3.70135 4.00020 0.0 0.0 0.0 0.109
H 4.95176 2.95057 -0.64278 0.0 0.0 0.0 0.114
H -3.83862 -0.05175 -1.72806 0.0 0.0 0.0 0.012
H 1.18856 -5.39159 0.56885 0.0 0.0 0.0 0.115
H 3.62452 -1.74035 -1.53544 0.0 0.0 0.0 0.122
H -2.71209 -1.30923 -2.28947 0.0 0.0 0.0 0.020
H -4.02066 -3.88528 -0.60842 0.0 0.0 0.0 0.034
H 6.13169 1.63037 -2.36428 0.0 0.0 0.0 0.115
H -4.41785 -1.68050 -2.08570 0.0 0.0 0.0 0.037
H 0.90365 -1.91074 5.11080 0.0 0.0 0.0 0.105
H 3.98615 -1.54534 1.93576 0.0 0.0 0.0 0.120
H -2.29116 -3.90351 -0.27677 0.0 0.0 0.0 0.025
H 3.06550 1.93276 0.61387 0.0 0.0 0.0 0.116
```
Forces are in eV/Å.

The max |F| comes out at 0.4 eV/A. As for the net charge: +1. For the HOMO energy, the calculation gives -9.78 eV. The spin multiplicity is 1.

---

3.
# C29H33BN9O3P2S2Tl

C29H33BN9O3P2S2Tl as an isolated structure (ωB97M-V/def2-TZVPD, the OMol25 dataset).

The geometry in XYZ format:
```
80
Properties=species:S:1:pos:R:3:forces:R:3:lowdin_charge:R:1
Tl 0.35643 0.41533 -1.09971 0.0 -0.2 0.1 0.644
S 0.61614 -0.77778 -4.29474 0.0 0.1 -0.1 0.509
S -2.81650 -0.14629 -6.44246 0.1 0.0 0.1 0.597
P 0.30991 -0.14729 2.16071 0.0 0.1 0.0 0.833
P -2.35402 -1.61599 1.10566 0.1 0.1 -0.1 0.894
O -2.73972 0.15758 -7.85012 0.0 0.0 -0.1 -0.332
O -1.83673 1.65183 0.70102 0.0 -0.3 -0.1 -0.115
O -3.98496 0.32173 -5.73743 0.0 0.1 -0.1 -0.329
N -2.51139 6.52060 -0.30067 0.0 0.0 0.0 0.101
N 1.45815 -2.13205 -0.59088 0.1 0.0 0.0 -0.023
N -2.87712 3.22458 -0.54057 0.0 0.1 -0.1 0.182
N 0.58689 3.54459 -0.78708 0.1 0.0 0.0 0.127
N 2.74050 -2.52333 -0.46234 0.0 0.1 0.0 -0.087
N 3.02016 0.67185 -0.58576 0.1 0.0 0.0 -0.040
N 3.98555 -0.27060 -0.56655 -0.1 -0.1 0.1 -0.092
N -1.45139 0.26808 -5.67114 0.1 0.0 0.1 -0.117
N 1.71530 7.93153 -0.77241 0.0 0.0 0.0 0.085
C -2.41748 -0.62630 2.67252 -0.1 -0.2 -0.1 -0.396
C -1.25961 0.00424 3.13918 0.2 0.1 0.0 -0.393
C -3.12579 -4.21135 -6.18554 0.0 0.0 0.0 -0.100
C 3.53177 1.72235 -1.22322 -0.1 0.1 0.0 -0.193
C -2.29632 2.77683 0.59900 0.1 0.2 0.0 -0.598
C -2.66169 -1.89008 -6.19106 -0.1 -0.1 0.0 -0.235
C 4.85174 1.47652 -1.61392 0.0 0.0 0.0 -0.084
C 2.88408 -3.78625 -0.89275 0.0 0.0 0.0 -0.121
C -3.48609 -2.92888 -6.57910 0.0 0.0 0.0 -0.054
C 0.35975 4.67804 -0.74079 -0.2 0.1 0.1 -0.229
C -2.96047 -3.23740 1.74524 0.0 0.0 0.1 -0.305
C 5.08991 0.19014 -1.17074 0.0 0.0 0.0 -0.118
C 1.29191 1.29759 2.71939 0.0 0.0 -0.1 -0.280
C -1.16184 -3.36251 -5.04871 0.0 0.0 0.0 -0.042
C -1.51924 -2.08610 -5.45007 0.1 0.1 0.1 -0.236
C -3.59762 -0.50796 3.40129 -0.1 0.0 0.0 -0.107
C 0.80164 -3.15805 -1.11676 -0.1 0.0 0.0 -0.210
C -2.51082 0.85504 5.03913 0.0 0.0 0.0 -0.100
C -2.25935 3.74970 1.75002 0.0 0.0 0.1 0.003
C 1.10320 -1.48105 3.15510 -0.1 0.0 0.0 -0.269
C 1.65548 -4.24849 -1.32536 0.0 0.0 0.0 -0.093
C -1.97624 -4.42306 -5.42376 0.0 0.0 0.0 -0.088
C -1.32675 0.73156 4.32623 -0.1 0.0 0.1 -0.104
C -1.37842 6.33282 -0.45669 0.2 -0.1 -0.1 -0.282
C 0.94234 7.07334 -0.71640 -0.1 -0.1 0.0 -0.278
C -0.01249 6.03504 -0.64127 0.0 0.1 0.0 -0.300
C -3.65904 0.23145 4.57334 0.0 0.0 -0.1 -0.099
C -3.88680 -1.04801 0.26439 0.0 0.0 0.1 -0.286
C -0.81357 -0.77457 -5.16928 -0.2 -0.1 0.0 -0.870
B 3.83963 -1.62618 0.18183 0.0 0.0 0.0 -0.436
H 2.28666 1.16052 2.28931 0.0 0.0 0.0 0.033
H -3.74305 -5.05494 -6.47062 0.0 0.0 0.0 0.091
H -4.49967 -0.98887 3.04082 0.0 0.0 0.0 0.085
H -4.59409 0.32390 5.11251 0.0 0.0 0.0 0.092
H 5.96589 -0.43201 -1.23966 0.0 0.0 0.0 0.103
H 2.92286 2.60091 -1.37481 0.0 0.0 0.0 0.070
H -0.26327 -3.49858 -4.45949 0.0 0.0 0.0 0.087
H -1.71794 -5.43012 -5.11902 0.0 0.0 0.0 0.094
H 3.57929 -1.40702 1.34772 0.0 0.0 -0.1 0.047
H 5.51825 2.12834 -2.15154 0.0 0.0 0.0 0.077
H -4.03875 -1.66471 -0.62327 0.0 0.0 0.0 0.037
H 0.87328 2.20846 2.28856 0.0 0.0 0.0 0.035
H -3.89806 -3.15154 2.29965 0.0 0.0 0.0 0.024
H -1.50808 4.51659 1.55175 0.0 0.0 0.0 0.067
H -3.21801 4.25486 1.86888 0.0 0.0 0.0 0.080
H -0.25127 -3.06087 -1.33561 0.0 0.0 0.0 0.084
H -1.99920 3.20563 2.65761 0.0 0.0 -0.1 0.070
H -2.20291 -3.67812 2.39412 0.0 0.0 0.0 0.026
H 3.85030 -4.26112 -0.86594 0.0 0.0 0.0 0.101
H -3.03560 4.21582 -0.65342 0.0 0.0 0.0 0.060
H 1.38730 1.40292 3.79987 0.0 0.0 0.1 0.022
H -0.44186 1.22251 4.70530 0.1 0.0 0.0 0.084
H 0.49401 -2.38342 3.08589 0.0 0.0 0.0 0.030
H 2.08481 -1.70148 2.73823 0.0 0.0 0.0 0.000
H -3.11122 -3.90916 0.89886 0.0 0.0 0.0 0.028
H -4.77612 -1.11208 0.89506 0.0 0.0 0.0 0.025
H -2.70876 2.68532 -1.37671 0.0 0.0 0.0 0.113
H 1.19739 -1.19250 4.20547 0.0 0.0 0.0 0.035
H 4.89484 -2.21799 0.06109 0.0 0.0 0.0 0.062
H -4.37611 -2.74661 -7.16716 0.0 0.0 0.0 0.112
H -3.74118 -0.01852 -0.05584 0.0 0.1 0.0 0.023
H 1.42096 -5.21208 -1.74435 0.0 0.0 0.0 0.073
H -2.53421 1.43570 5.95379 0.0 0.0 0.0 0.094
```
Forces are in eV/Å.

The max |F| comes out at 0.3 eV/A. As for the net charge: -2. For the HOMO energy, the calculation gives -3.10 eV. The spin multiplicity is 1.